Entry P
ORCA calculation (ωB97M-V/def2-TZVPD) on an isolated molecule of C3H5N3S.

Each atom is followed by the atoms it is bonded to, with distances in Å.
Geometry (Å):
1 H 0.255 -0.418 2.245  C10 1.104
2 N -0.087 -0.103 0.366  N8 1.343, C9 1.390, C10 1.453
3 H 1.760 0.299 1.435  C10 1.105
4 N 1.161 1.258 -1.015  H7 1.036, C9 1.252
5 H -2.194 -2.054 -0.952  C12 1.054
6 H 0.412 1.403 1.653  C10 1.112
7 H 1.033 1.728 -1.930  N4 1.036
8 N -0.965 -1.119 0.379  N2 1.343, C12 1.250
9 C 0.211 0.454 -0.872  N2 1.390, N4 1.252, S11 1.813
10 C 0.660 0.325 1.536  H1 1.104, N2 1.453, H3 1.105, H6 1.112
11 S -0.843 -0.386 -2.083  C9 1.813, C12 1.749
12 C -1.402 -1.386 -0.761  H5 1.054, N8 1.250, S11 1.749

Structure (SMILES): [H]/N=c1\scnn1C
HOMO-LUMO gap (eV): 9.17

Entry Q
ORCA calculation (ωB97M-V/def2-TZVPD) on a cluster of 2 separate species, C3H5N3S in total.

Each atom is followed by the atoms it is bonded to, with distances in Å.
Geometry (Å):
1 H -0.968 -1.985 0.039  N7 0.961
2 C 1.437 1.653 -0.090  N3 1.172, C12 1.321
3 N 2.199 2.522 -0.283  C2 1.172
4 N -0.320 -0.229 0.111  N7 1.267, C11 1.488, C12 1.308
5 H -2.380 -0.218 -0.596  C11 1.145
6 H -1.953 0.886 0.943  C11 1.153
7 N -0.201 -1.474 0.311  H1 0.961, N4 1.267
8 H -1.238 1.299 -0.632  C11 1.072
9 H 1.510 -1.973 -0.077  S10 1.437
10 S 2.875 -1.575 0.133  H9 1.437
11 C -1.622 0.466 -0.079  N4 1.488, H5 1.145, H6 1.153, H8 1.072
12 C 0.660 0.630 0.219  C2 1.321, N4 1.308

HOMO-LUMO gap (spin up / spin down) (eV): 5.53 / 5.48

Energetically preferred structure: entry P | next structure: +0.2572 hartree

Entry P
ORCA calculation (ωB97M-V/def2-TZVPD) on a cluster of 2 separate species, H5NO2Si in total.

Each atom is followed by the atoms it is bonded to, with distances in Å.
Geometry (Å):
1 H 2.196 0.972 -1.262  no bonds
2 H 1.960 -1.111 0.199  O8 0.951
3 H -0.148 -1.049 -1.992  N7 1.082
4 O -1.182 -0.178 1.490  H5 0.954, Si6 1.604
5 H -1.235 -0.082 2.437  O4 0.954
6 Si -0.040 -0.465 0.400  O4 1.604, N7 1.689, O8 1.612
7 N -0.716 -0.916 -1.080  H3 1.082, Si6 1.689, H9 1.025
8 O 1.285 -1.264 0.851  H2 0.951, Si6 1.612
9 H -1.645 -1.260 -1.343  N7 1.025

HOMO-LUMO gap (spin up / spin down) (eV): 8.80 / 6.24

Entry Q
ORCA calculation (ωB97M-V/def2-TZVPD) on a cluster of 2 separate species, H5NO2Si in total.

Each atom is followed by the atoms it is bonded to, with distances in Å.
Geometry (Å):
1 H 0.407 -1.338 1.209  N5 0.981
2 H -1.160 -1.032 1.442  N5 0.975
3 Si -0.442 0.962 0.816  H4 1.381, N5 1.691, O6 1.540
4 H 0.785 1.263 0.258  Si3 1.381
5 N -0.274 -0.642 1.325  H1 0.981, H2 0.975, Si3 1.691
6 O -1.746 1.729 1.108  Si3 1.540
7 O 0.916 -0.218 -1.744  H8 0.966, H9 0.939
8 H -0.013 -0.248 -2.006  O7 0.966
9 H 1.527 -0.477 -2.408  O7 0.939

Structure (SMILES): N[SiH]=O.O
HOMO-LUMO gap (eV): 10.54

Energetically preferred structure: entry Q | next structure: +0.0544 hartree

Entry P
ORCA calculation (ωB97M-V/def2-TZVPD) on a cluster of 2 separate species, CH5N3O in total.

Each atom is followed by the atoms it is bonded to, with distances in Å.
Geometry (Å):
1 H 2.252 0.040 0.378  C2 1.145
2 C 1.383 -0.390 -0.230  H1 1.145, O4 1.489, H5 1.154, H8 1.096
3 N -1.612 -0.637 0.086  H7 0.984, N10 1.142
4 O 0.160 0.199 0.382  C2 1.489, N9 1.359
5 H 1.458 0.265 -1.177  C2 1.154
6 H -0.655 1.872 0.675  N9 1.041
7 H -1.897 -1.535 0.371  N3 0.984
8 H 1.321 -1.484 -0.201  C2 1.096
9 N -0.103 1.444 -0.096  O4 1.359, H6 1.041
10 N -2.308 0.225 -0.188  N3 1.142

HOMO-LUMO gap (spin up / spin down) (eV): 8.18 / 9.08

Entry Q
ORCA calculation (ωB97M-V/def2-TZVPD) on an isolated molecule of CH5N3O.

Each atom is followed by the atoms it is bonded to, with distances in Å.
Geometry (Å):
1 H 1.425 1.658 -0.447  O4 0.978
2 N -0.935 -0.225 -0.415  H3 1.021, C6 1.472, N10 1.279
3 H -0.946 -0.329 -1.430  N2 1.021
4 O 1.192 0.972 0.210  H1 0.978, N7 1.392
5 H 0.081 -2.040 -0.037  C6 1.085
6 C 0.123 -0.997 0.257  N2 1.472, H5 1.085, N7 1.405, H8 1.099
7 N 1.183 -0.302 -0.350  O4 1.392, C6 1.405
8 H -0.008 -0.863 1.340  C6 1.099
9 H -1.017 1.131 0.940  N10 1.021
10 N -1.097 0.995 -0.069  N2 1.279, H9 1.021

HOMO-LUMO gap (spin up / spin down) (eV): 9.35 / 8.26

Entry R
ORCA calculation (ωB97M-V/def2-TZVPD) on an isolated molecule of CH5N3O.

Each atom is followed by the atoms it is bonded to, with distances in Å.
Geometry (Å):
1 H -0.547 1.772 2.616  N9 1.007
2 O 1.236 -0.438 -0.365  N5 1.374, C6 1.554
3 H -0.180 -0.203 -2.118  C6 1.092
4 H 1.219 -1.281 -2.211  C6 1.086
5 N 0.112 -0.073 0.335  O2 1.374, N8 1.253
6 C 0.405 -0.948 -1.575  O2 1.554, H3 1.092, H4 1.086, H7 1.089
7 H -0.186 -1.806 -1.257  C6 1.089
8 N 0.311 0.916 1.078  N5 1.253, N9 1.347
9 N -0.784 1.343 1.737  H1 1.007, N8 1.347, H10 1.019
10 H -1.587 0.718 1.760  N9 1.019

Structure (SMILES): CO/N=N/N
HOMO-LUMO gap (eV): 10.40

Energetically preferred structure: entry R | next structure: +0.0486 hartree